1.
Density functional theory data (the ωB97M-V functional and the def2-TZVPD basis) for a molecular structure, C44H56N7O5P2SSi2Tl in a non-equilibrium geometry.

Geometry as ORCA input:
```
! RIJCOSX wB97M-V def2-TZVPD def2/J DEFGRID3
* xyz -2 1
Tl -0.530 -0.923 -1.705
C -4.351 2.108 2.657
Si -4.073 1.425 0.884
C -4.722 -0.350 0.945
C -5.309 2.359 -0.221
N -2.445 1.448 0.439
P -1.550 2.448 -0.445
C -0.080 1.992 -1.130
P 1.278 1.555 -0.239
N 1.525 -0.031 -0.007
Si 2.607 -0.908 0.951
C 3.088 -2.512 0.100
C 1.822 -1.517 2.589
C 4.262 -0.165 1.528
C 2.731 2.138 -1.239
C 4.028 2.312 -0.758
C 5.071 2.661 -1.607
C 4.845 2.816 -2.966
C 3.563 2.624 -3.468
C 2.521 2.302 -2.611
C 1.517 2.359 1.409
C 0.667 1.893 2.417
C 0.655 2.472 3.675
C 1.502 3.538 3.954
C 2.335 4.026 2.958
C 2.331 3.454 1.692
C -2.544 2.933 -1.935
C -3.010 4.208 -2.237
C -3.717 4.450 -3.411
C -3.969 3.420 -4.304
C -3.511 2.139 -4.012
C -2.812 1.903 -2.841
C -1.506 4.098 0.416
C -2.609 4.602 1.102
C -2.558 5.843 1.721
C -1.393 6.599 1.674
C -0.291 6.115 0.983
C -0.358 4.881 0.349
H -4.630 1.303 3.345
H -5.144 2.862 2.695
H -3.436 2.570 3.039
H -5.813 -0.371 0.844
H -4.476 -0.834 1.897
H -4.295 -0.961 0.149
H -6.320 2.331 0.199
H -5.343 1.908 -1.218
H -5.029 3.407 -0.358
H 2.195 -3.128 -0.025
H 3.823 -3.083 0.679
H 3.509 -2.346 -0.896
H 1.034 -2.250 2.374
H 1.381 -0.710 3.183
H 2.573 -2.017 3.212
H 4.893 0.089 0.673
H 4.802 -0.902 2.130
H 4.132 0.734 2.140
H 4.233 2.168 0.294
H 6.070 2.801 -1.206
H 5.662 3.069 -3.632
H 3.377 2.728 -4.531
H 1.505 2.179 -2.973
H -0.014 1.084 2.175
H -0.020 2.100 4.437
H 1.501 3.996 4.936
H 2.991 4.864 3.168
H 2.953 3.879 0.915
H -2.816 5.028 -1.556
H -4.075 5.450 -3.631
H -4.523 3.610 -5.216
H -3.699 1.327 -4.707
H -2.455 0.906 -2.608
H -3.516 4.014 1.155
H -3.429 6.223 2.243
H -1.350 7.563 2.169
H 0.620 6.701 0.933
H 0.477 4.502 -0.222
N -1.118 -1.323 0.765
C -1.484 -2.632 1.280
C -1.973 -2.495 2.736
C -2.194 -3.735 3.612
C -1.056 -4.756 3.582
N -1.160 -5.552 2.379
C -0.154 -5.927 1.660
N -0.385 -6.766 0.613
N 1.167 -5.635 1.906
C -2.458 -3.343 0.329
O -2.893 -4.534 0.732
O -2.827 -2.854 -0.709
H -0.294 -0.951 1.222
H -1.868 -0.633 0.805
H -0.579 -3.248 1.265
H -2.893 -1.902 2.732
H -1.202 -1.889 3.221
H -3.109 -4.261 3.329
H -2.327 -3.379 4.637
H -1.172 -5.430 4.440
H -0.094 -4.237 3.715
H -2.278 -4.925 1.441
H -1.359 -6.854 0.372
H 0.239 -6.698 -0.185
H 1.346 -4.780 2.410
H 1.780 -5.755 1.110
O 3.248 -6.855 -3.670
S 3.391 -5.682 -2.835
O 4.530 -5.693 -1.946
N 2.025 -5.324 -2.054
C 1.498 -4.144 -2.430
O 0.480 -3.630 -1.954
C 2.302 -3.482 -3.525
C 2.045 -2.287 -4.174
C 2.919 -1.872 -5.170
C 4.035 -2.634 -5.506
C 4.301 -3.826 -4.843
C 3.417 -4.225 -3.862
H 1.181 -1.697 -3.899
H 2.737 -0.936 -5.684
H 4.701 -2.294 -6.289
H 5.176 -4.423 -5.070
*
```

Properties
E_HOMO: -1.9668 eV
Orbital gap: 6.1 eV

=====

2.
Density functional theory data (the ωB97M-V functional and the def2-TZVPD basis) for a molecular structure, C44H57GeN2O7P2SbSi3Sn in a non-equilibrium geometry.

Geometry as ORCA input:
```
! RIJCOSX wB97M-V def2-TZVPD def2/J DEFGRID3
* xyz 1 2
Sn 0.892 0.387 1.014
C -3.333 2.838 2.844
C -2.867 2.919 1.399
O -3.624 3.831 0.616
P -1.140 3.550 1.314
O -1.100 4.476 0.036
O -1.028 4.522 2.562
O 0.000 2.603 1.319
P -2.896 1.267 0.593
O -4.456 1.148 0.224
O -2.158 1.308 -0.758
O -2.468 0.169 1.480
H -3.304 3.827 3.297
H -2.687 2.164 3.410
H -4.355 2.460 2.883
H -4.451 3.415 0.335
H -1.817 5.133 0.018
H -0.180 4.427 3.025
H -4.873 0.420 0.711
N 1.741 1.062 8.535
C 1.610 0.998 7.395
C 1.444 0.897 5.977
C 2.403 1.426 5.113
C 2.240 1.301 3.744
C 1.146 0.627 3.201
C 0.187 0.126 4.081
C 0.318 0.261 5.453
H 3.267 1.931 5.526
H 2.984 1.725 3.078
H -0.694 -0.371 3.683
H -0.440 -0.118 6.127
C 0.483 -5.766 -0.634
Si -0.010 -3.953 -0.811
C -1.892 -3.822 -0.939
C 0.911 -3.170 -2.258
Sb 0.672 -2.660 1.352
Si 3.255 -3.061 1.613
C 3.596 -4.916 1.627
C 4.059 -2.235 0.130
C 3.695 -2.249 3.250
Si -0.851 -3.746 3.247
C -1.055 -5.589 2.892
C 0.112 -3.480 4.847
C -2.513 -2.855 3.149
H 0.239 -6.320 -1.543
H -0.037 -6.246 0.196
H 1.555 -5.870 -0.464
H -2.266 -4.301 -1.847
H -2.211 -2.778 -0.954
H -2.368 -4.308 -0.086
H 0.591 -3.589 -3.213
H 1.983 -3.347 -2.159
H 0.752 -2.091 -2.305
H 3.472 -5.351 0.634
H 2.934 -5.445 2.313
H 4.624 -5.108 1.944
H 3.720 -2.673 -0.810
H 5.146 -2.330 0.167
H 3.819 -1.173 0.112
H 3.179 -2.732 4.082
H 3.400 -1.199 3.234
H 4.767 -2.297 3.450
H -0.088 -6.087 2.814
H -1.604 -5.767 1.965
H -1.612 -6.067 3.702
H 0.952 -4.175 4.901
H -0.515 -3.651 5.724
H 0.507 -2.467 4.906
H -3.165 -3.339 2.420
H -2.376 -1.818 2.841
H -3.025 -2.863 4.113
C -0.010 2.365 -2.583
Ge -1.958 2.097 -2.477
C -3.272 3.552 -2.548
C -2.907 4.882 -2.721
C -3.877 5.871 -2.801
C -5.220 5.533 -2.730
C -5.593 4.204 -2.573
C -4.622 3.216 -2.484
C -2.639 0.603 -3.567
C -3.297 -0.459 -3.006
C -3.834 -1.489 -3.804
C -3.692 -1.448 -5.161
C -3.024 -0.370 -5.788
C -2.876 -0.297 -7.192
C -2.256 0.769 -7.778
C -1.754 1.820 -6.986
C -1.881 1.773 -5.627
C -2.506 0.679 -4.983
H 0.225 3.364 -2.945
H 0.409 1.626 -3.263
H 0.427 2.243 -1.596
H -1.857 5.149 -2.798
H -3.581 6.905 -2.922
H -5.977 6.302 -2.803
H -6.640 3.936 -2.529
H -4.920 2.182 -2.353
H -3.405 -0.505 -1.928
H -4.358 -2.311 -3.334
H -4.100 -2.243 -5.775
H -3.273 -1.102 -7.799
H -2.150 0.817 -8.853
H -1.265 2.662 -7.457
H -1.508 2.592 -5.018
N 10.545 2.181 -1.373
C 9.437 2.082 -1.085
C 8.057 1.961 -0.730
C 7.083 2.597 -1.498
C 5.748 2.459 -1.171
C 5.369 1.682 -0.075
C 6.351 1.055 0.698
C 7.686 1.193 0.374
C 3.992 1.482 0.247
C 2.843 1.244 0.557
H 7.381 3.195 -2.348
H 4.989 2.949 -1.766
H 6.054 0.459 1.551
H 8.452 0.709 0.964
*
```

Properties
<S²>: 0.762
E_HOMO (spin up / spin down): -9.9198 / -10.4716 eV
ΔE to the lowest compared entry with this formula, charge and spin: 9.80 kcal per mole
Orbital gap (spin up / spin down): 7.4 / 6.0 eV

=====

3.
Density functional theory data (the ωB97M-V functional and the def2-TZVPD basis) for 6 unconnected molecules or ions with the total composition C44H58BClF5O3SSi in a non-equilibrium geometry.

Geometry as ORCA input:
```
! RIJCOSX wB97M-V def2-TZVPD def2/J DEFGRID3
* xyz -1 1
C -0.539 2.625 -0.979
C -0.831 1.272 -0.240
C -0.725 1.489 1.321
B 0.205 0.371 2.127
C 1.632 0.083 1.374
C 2.473 1.387 1.034
C 3.315 1.081 -0.271
C 4.147 -0.235 -0.066
S 5.608 -0.350 -1.152
O 6.539 -1.435 -0.729
O 5.224 -0.592 -2.571
Cl 6.671 1.448 -1.173
C 0.365 0.969 3.672
C 1.724 0.664 4.390
C 1.964 -0.828 4.755
O 3.185 -1.045 5.478
C 4.310 -0.874 4.636
Si -0.829 -1.322 2.161
C 0.004 -2.739 1.127
C -1.120 -2.074 3.901
C -2.599 -1.154 1.385
H -0.949 3.445 -0.346
H -1.119 2.694 -1.938
H 0.535 2.854 -1.115
H -0.252 0.414 -0.626
H -1.902 1.042 -0.453
H -1.734 1.586 1.784
H -0.243 2.494 1.468
H 2.321 -0.583 1.954
H 1.512 -0.440 0.390
H 1.842 2.255 0.778
H 3.222 1.638 1.810
H 2.640 0.952 -1.141
H 4.026 1.920 -0.412
H 3.516 -1.114 -0.312
H 4.460 -0.367 0.991
H 0.326 2.087 3.565
H -0.503 0.723 4.329
H 2.613 1.022 3.832
H 1.731 1.230 5.355
H 1.160 -1.117 5.465
H 1.880 -1.529 3.899
H 4.072 -0.982 3.554
H 4.680 0.175 4.759
H 5.157 -1.528 4.929
H -0.021 -2.459 0.056
H -0.667 -3.626 1.249
H 1.014 -3.003 1.496
H -1.932 -2.841 3.786
H -1.510 -1.359 4.655
H -0.253 -2.651 4.289
H -2.518 -1.206 0.281
H -3.124 -0.260 1.749
H -3.150 -2.066 1.727
F -1.777 2.336 -4.193
C -1.810 3.384 -5.027
C -0.742 3.604 -5.877
C -0.777 4.687 -6.745
C -1.874 5.541 -6.746
C -2.939 5.311 -5.882
C -2.911 4.222 -5.020
H 0.107 2.932 -5.856
H 0.050 4.865 -7.420
H -1.898 6.388 -7.421
H -3.791 5.978 -5.880
H -3.734 4.021 -4.346
F 8.193 -0.715 5.314
C 8.356 -1.716 4.429
C 7.850 -1.578 3.149
C 8.023 -2.609 2.235
C 8.690 -3.769 2.616
C 9.188 -3.896 3.907
C 9.026 -2.862 4.820
H 7.327 -0.670 2.874
H 7.638 -2.508 1.228
H 8.820 -4.574 1.903
H 9.703 -4.801 4.204
H 9.414 -2.939 5.827
F -4.856 0.944 0.939
C -5.886 0.339 0.336
C -6.457 0.923 -0.780
C -7.523 0.290 -1.406
C -8.011 -0.912 -0.904
C -7.430 -1.485 0.222
C -6.357 -0.859 0.843
H -6.067 1.862 -1.152
H -7.974 0.733 -2.285
H -8.845 -1.402 -1.392
H -7.812 -2.419 0.615
H -5.885 -1.294 1.715
F -6.227 -4.028 2.526
C -7.167 -4.160 3.474
C -7.570 -5.428 3.855
C -8.539 -5.564 4.840
C -9.100 -4.434 5.425
C -8.689 -3.167 5.029
C -7.713 -3.027 4.051
H -7.127 -6.295 3.383
H -8.857 -6.550 5.152
H -9.859 -4.542 6.190
H -9.129 -2.287 5.481
H -7.374 -2.048 3.737
F 2.554 5.020 -7.721
C 2.643 4.014 -8.607
C 2.073 4.162 -9.859
C 2.168 3.123 -10.776
C 2.822 1.946 -10.427
C 3.386 1.810 -9.164
C 3.301 2.851 -8.249
H 1.560 5.082 -10.110
H 1.732 3.230 -11.761
H 2.892 1.136 -11.142
H 3.891 0.893 -8.892
H 3.742 2.765 -7.264
*
```

Properties
E_HOMO: -4.1018 eV
ΔE to the lowest compared entry with this formula, charge and spin: 38.97 kcal per mole
Orbital gap: 5.8 eV